An isolated molecule of C22H32N4OS, computed with the ωB97M-V functional and the def2-TZVPD basis.

The geometry in XYZ format:
```
60
Properties=species:S:1:pos:R:3
C -7.095 -0.687 -1.261
S -6.340 0.962 -1.189
C -5.848 1.013 0.567
C -4.629 0.159 0.877
C -3.381 0.685 0.149
N -2.197 -0.140 0.224
C -1.665 -0.321 1.559
C -0.226 -0.823 1.460
C -0.199 -2.139 0.677
N 1.127 -2.699 0.569
N 1.357 -3.884 1.149
C 2.617 -4.179 0.907
C 3.239 -3.176 0.155
C 2.248 -2.236 -0.044
N 2.282 -1.023 -0.718
C 3.339 -0.553 -1.447
O 4.379 -1.153 -1.582
C 3.071 0.802 -2.083
C 4.256 1.743 -1.856
C 4.487 2.020 -0.365
C 3.263 2.570 0.311
C 2.598 1.840 1.288
C 1.464 2.346 1.902
C 0.971 3.585 1.536
C 1.625 4.322 0.563
C 2.764 3.820 -0.039
C -0.883 -1.965 -0.683
C -2.290 -1.409 -0.469
H -7.520 -0.790 -2.253
H -6.340 -1.452 -1.103
H -7.879 -0.758 -0.512
H -5.642 2.063 0.770
H -6.712 0.700 1.153
H -4.463 0.170 1.957
H -4.819 -0.874 0.578
H -3.122 1.669 0.552
H -3.625 0.813 -0.910
H -2.259 -1.039 2.152
H -1.682 0.644 2.071
H 0.187 -0.982 2.457
H 0.368 -0.056 0.961
H -0.755 -2.892 1.249
H 3.039 -5.093 1.275
H 4.246 -3.131 -0.198
H 1.452 -0.452 -0.658
H 2.157 1.250 -1.689
H 2.944 0.640 -3.156
H 5.153 1.281 -2.270
H 4.072 2.679 -2.386
H 4.791 1.093 0.123
H 5.307 2.736 -0.269
H 2.979 0.870 1.577
H 0.968 1.773 2.672
H 0.085 3.979 2.012
H 1.249 5.294 0.278
H 3.277 4.407 -0.788
H -0.329 -1.271 -1.315
H -0.934 -2.928 -1.195
H -2.884 -2.152 0.094
H -2.771 -1.243 -1.435
```

Summary:
SMILES string ... CSCCCN1CCC(n2nccc2NC(=O)CCCc2ccccc2)CC1
Max |F| ... 0.843 eV/A
HOMO energy ... -8.35 eV
HOMO-LUMO gap ... 8.98 eV
ΔE to the lowest compared entry with this formula, charge and spin ... 55.9 kJ/mol

The ion C4H4NO with charge +1 in a non-equilibrium geometry, computed with the ωB97M-V functional and the def2-TZVPD basis.

The geometry in XYZ format:
```
10
Properties=species:S:1:pos:R:3
C 0.923 0.615 1.035
N -0.152 0.619 0.396
C -1.251 0.998 -0.370
C -0.866 -0.263 -0.487
C -0.073 -1.457 -0.859
O 1.035 -1.370 -0.417
H 1.235 1.525 1.544
H 1.509 -0.278 1.190
H -1.853 1.862 -0.560
H -0.507 -2.250 -1.470
```

Summary:
SMILES string ... C=[N+]1C=C1C=O
Max |F| ... 2.695 eV/A
HOMO energy ... -15.76 eV
HOMO-LUMO gap ... 9.66 eV
Charge ... +1
ΔE to the lowest compared entry with this formula, charge and spin ... 234.9 kJ/mol

An isolated molecule of C7H7NO2 in a non-equilibrium geometry, computed with the ωB97M-V functional and the def2-TZVPD basis.

The geometry in XYZ format:
```
17
Properties=species:S:1:pos:R:3
H -2.470 2.882 0.228
N -1.461 2.661 0.368
C -1.182 1.640 -0.328
O -2.182 1.032 -1.046
C 0.016 0.862 -0.118
C 1.024 0.197 -0.027
C 2.268 -0.585 0.091
O 2.034 -1.878 0.589
C 3.018 -0.586 -1.256
C 4.283 -1.318 -1.193
C 5.335 -1.915 -1.155
H -1.914 0.153 -1.341
H 2.901 -0.088 0.842
H 1.473 -2.369 -0.022
H 2.367 -1.021 -2.031
H 3.212 0.456 -1.549
H 6.278 -2.433 -1.126
```

Summary:
SMILES string ... [H]/N=C(\O)C#C[C@@H](O)CC#C
Max |F| ... 2.175 eV/A
HOMO energy ... -10.06 eV
HOMO-LUMO gap ... 10.42 eV
ΔE to the lowest compared entry with this formula, charge and spin ... 416.6 kJ/mol

A cluster of 2 separate species, C3H4O in total in a non-equilibrium geometry, computed with the ωB97M-V functional and the def2-TZVPD basis.

The geometry in XYZ format:
```
8
Properties=species:S:1:pos:R:3
C 0.813 -0.774 0.637
C -0.775 1.176 -0.776
C -0.315 -0.698 0.050
O -1.028 1.822 -1.762
H 1.092 -1.695 1.161
H 1.757 -0.216 0.597
H -0.470 1.862 0.138
H -1.073 -1.477 -0.046
```

Summary:
Max |F| ... 5.279 eV/A
HOMO energy ... -9.05 eV
HOMO-LUMO gap ... 9.74 eV
ΔE to the lowest compared entry with this formula, charge and spin ... 289.9 kJ/mol

A cluster of 6 separate species, C21H33O11 in total in a non-equilibrium geometry, computed with the ωB97M-V functional and the def2-TZVPD basis.

The geometry in XYZ format:
```
65
Properties=species:S:1:pos:R:3
C -17.581 -2.855 -5.193
O -18.538 -2.892 -4.178
H -17.536 -3.770 -5.785
H -17.737 -2.211 -6.059
H -16.580 -2.535 -4.904
O -14.441 -7.515 -10.722
C -15.136 -6.736 -10.110
O -16.287 -6.210 -10.615
C -16.926 -5.293 -9.693
C -15.823 -4.907 -8.762
C -14.860 -6.181 -8.724
H -17.582 -5.898 -9.067
H -17.397 -4.494 -10.266
H -16.109 -4.717 -7.727
H -15.436 -3.899 -8.907
H -15.088 -6.993 -8.033
H -13.774 -6.095 -8.733
O -18.714 -4.824 -1.330
C -17.529 -4.308 -1.254
O -16.424 -4.998 -1.623
C -15.227 -4.197 -1.336
C -15.698 -3.050 -0.525
C -17.157 -2.857 -0.956
H -14.821 -3.822 -2.276
H -14.559 -4.805 -0.726
H -15.084 -2.226 -0.889
H -15.460 -3.014 0.538
H -17.304 -2.163 -1.784
H -17.663 -2.528 -0.048
O -21.454 -2.130 -2.575
C -21.087 -0.950 -2.643
O -21.595 -0.034 -1.810
C -21.102 1.241 -2.110
C -20.505 1.151 -3.516
C -20.007 -0.258 -3.454
H -20.297 1.516 -1.429
H -21.896 1.964 -1.923
H -19.855 2.021 -3.612
H -21.292 1.326 -4.248
H -19.168 -0.492 -2.798
H -19.809 -0.684 -4.438
O -18.507 -6.632 -4.134
C -17.346 -6.788 -4.088
O -16.558 -6.186 -5.013
C -15.209 -6.432 -4.761
C -15.149 -7.723 -3.959
C -16.549 -7.765 -3.238
H -14.823 -5.636 -4.126
H -14.546 -6.317 -5.619
H -14.351 -7.702 -3.217
H -14.807 -8.639 -4.441
H -16.327 -7.715 -2.172
H -16.912 -8.792 -3.194
O -18.847 3.969 -4.801
C -18.548 3.162 -5.702
O -17.517 2.275 -5.619
C -17.644 1.311 -6.604
C -19.052 1.410 -7.202
C -19.313 2.910 -7.063
H -17.430 0.284 -6.307
H -16.904 1.567 -7.362
H -19.856 0.820 -6.762
H -19.134 1.175 -8.263
H -20.313 3.316 -6.910
H -18.829 3.579 -7.773
```

Summary:
Max |F| ... 6.820 eV/A
HOMO energy ... -2.62 eV
HOMO-LUMO gap ... 5.13 eV
Charge ... -1
ΔE to the lowest compared entry with this formula, charge and spin ... 149.5 kJ/mol

A cluster of 4 separate species, C4H17N2O5 in total in a non-equilibrium geometry, computed with the ωB97M-V functional and the def2-TZVPD basis.

The geometry in XYZ format:
```
28
Properties=species:S:1:pos:R:3
N 0.810 -0.688 -0.186
C -0.159 0.120 0.642
C -0.808 1.268 -0.254
C -1.543 0.687 -1.500
O 0.221 1.997 -0.730
C 0.654 0.400 1.917
N -0.029 1.286 2.819
O 1.744 -0.083 2.088
H 0.507 -1.028 -1.205
H 1.100 -1.561 0.264
H 1.788 -0.083 -0.229
H -0.938 -0.526 0.802
H -1.568 1.890 0.267
H -1.344 1.302 -2.392
H -2.620 0.707 -1.363
H -1.245 -0.269 -1.766
H 0.474 2.860 -0.296
H -0.778 1.877 2.574
H 0.547 1.707 3.649
H -2.599 -2.317 2.675
H -1.884 -1.524 3.617
O -1.804 -1.874 2.705
H 3.278 0.799 -1.320
H 3.945 -0.500 -1.808
O 3.148 -0.217 -1.427
H -0.949 -2.448 -2.913
H 0.278 -1.992 -3.768
O -0.227 -1.789 -2.863
```

Summary:
Max |F| ... 4.522 eV/A
HOMO energy ... -13.80 eV
HOMO-LUMO gap ... 11.14 eV
Charge ... +1
ΔE to the lowest compared entry with this formula, charge and spin ... 216.3 kJ/mol

A cluster of 3 separate species, C4H10O in total, computed with the ωB97M-V functional and the def2-TZVPD basis.

The geometry in XYZ format:
```
15
Properties=species:S:1:pos:R:3
H 1.641 2.360 0.742
H 0.985 2.112 0.997
C -2.139 -0.399 -0.395
C -1.209 0.713 0.013
O -1.032 1.042 1.163
H -1.765 -0.928 -1.277
H -2.277 -1.091 0.439
H -3.113 0.034 -0.655
H -0.695 1.246 -0.813
C 2.089 -0.391 -0.618
C 1.143 -1.282 -0.342
H 2.365 -0.145 -1.641
H 2.623 0.132 0.170
H 0.606 -1.809 -1.127
H 0.864 -1.516 0.683
```

Summary:
SMILES string ... [H][H].CC=O.C=C
Max |F| ... 0.530 eV/A
HOMO energy ... -9.89 eV
HOMO-LUMO gap ... 10.98 eV
ΔE to the lowest compared entry with this formula, charge and spin ... 231.8 kJ/mol

A cluster of 11 separate species, C35H96F3N12O13S in total in a non-equilibrium geometry, computed with the ωB97M-V functional and the def2-TZVPD basis.

The geometry in XYZ format:
```
160
Properties=species:S:1:pos:R:3
C 9.241 -12.749 -21.907
F 8.303 -13.619 -21.538
F 8.846 -11.507 -21.645
F 10.376 -13.072 -21.277
S 9.548 -12.938 -23.754
O 10.269 -14.202 -23.830
O 8.239 -13.001 -24.372
O 10.340 -11.768 -24.103
C 12.651 -11.215 -26.680
O 13.530 -10.971 -27.502
N 11.334 -10.936 -26.904
N 12.925 -11.774 -25.461
H 11.102 -10.466 -27.759
H 10.607 -11.185 -26.253
H 13.886 -11.871 -25.162
H 12.105 -12.053 -24.931
C 12.686 -7.956 -24.022
O 12.926 -6.848 -23.535
N 13.691 -8.850 -24.299
N 11.429 -8.358 -24.318
H 14.540 -8.595 -23.833
H 13.435 -9.703 -24.773
H 10.686 -7.801 -23.919
H 11.260 -9.304 -24.620
C 13.554 -12.915 -22.316
C 15.075 -12.879 -22.096
C 15.772 -11.859 -22.970
O 15.527 -12.057 -24.347
C 16.242 -13.106 -24.944
N 15.426 -12.631 -20.688
H 13.145 -11.919 -22.526
H 12.982 -13.274 -21.460
H 13.307 -13.534 -23.181
H 15.443 -13.882 -22.337
H 16.854 -11.867 -22.788
H 15.438 -10.853 -22.702
H 16.062 -13.018 -26.018
H 15.973 -14.112 -24.615
H 17.333 -12.986 -24.884
H 15.139 -11.676 -20.471
H 14.841 -13.171 -20.061
C 13.319 -15.210 -25.708
C 13.265 -16.629 -25.128
C 14.554 -16.936 -24.396
O 15.652 -16.957 -25.270
C 16.878 -16.918 -24.566
N 12.134 -16.727 -24.168
H 14.270 -15.069 -26.227
H 13.208 -14.465 -24.918
H 12.512 -14.962 -26.401
H 13.123 -17.339 -25.945
H 14.386 -17.862 -23.819
H 14.745 -16.189 -23.605
H 16.894 -17.793 -23.905
H 17.022 -15.976 -24.031
H 17.692 -17.056 -25.276
H 11.520 -15.947 -24.393
H 12.482 -16.420 -23.258
C 9.076 -15.993 -27.174
C 7.785 -15.186 -27.200
C 7.824 -14.146 -28.360
O 6.644 -13.393 -28.462
C 6.434 -12.557 -27.342
N 6.638 -16.080 -27.345
H 9.268 -16.446 -28.152
H 8.910 -16.839 -26.505
H 9.901 -15.410 -26.769
H 7.728 -14.638 -26.258
H 7.995 -14.709 -29.277
H 8.681 -13.505 -28.098
H 5.754 -11.759 -27.634
H 7.368 -12.080 -27.024
H 6.029 -13.123 -26.502
H 6.636 -16.466 -28.283
H 5.757 -15.603 -27.213
C 9.799 -8.421 -19.413
C 10.161 -8.019 -20.836
C 8.989 -7.363 -21.564
O 9.158 -7.292 -22.976
C 9.307 -5.955 -23.456
N 11.327 -7.121 -20.773
H 10.525 -9.155 -19.074
H 8.789 -8.830 -19.372
H 9.814 -7.516 -18.801
H 10.358 -8.918 -21.428
H 8.756 -6.387 -21.112
H 8.032 -7.883 -21.411
H 9.493 -6.047 -24.525
H 10.056 -5.380 -22.914
H 8.353 -5.416 -23.357
H 11.138 -6.362 -20.128
H 11.494 -6.714 -21.690
C 11.946 -8.109 -16.334
C 12.648 -9.401 -15.899
C 12.791 -10.431 -16.998
O 11.484 -10.778 -17.426
C 11.428 -11.966 -18.170
N 14.009 -9.036 -15.446
H 10.871 -8.266 -16.411
H 12.331 -7.794 -17.305
H 12.107 -7.325 -15.593
H 12.063 -9.847 -15.085
H 13.282 -11.341 -16.629
H 13.378 -10.029 -17.833
H 10.488 -11.974 -18.726
H 11.515 -12.891 -17.595
H 12.176 -11.951 -18.977
H 13.900 -8.402 -14.658
H 14.426 -9.848 -14.989
C 7.119 -9.493 -25.677
C 6.644 -9.983 -24.322
C 5.741 -8.993 -23.616
O 5.316 -9.561 -22.394
C 4.222 -8.897 -21.824
N 5.944 -11.273 -24.405
H 7.998 -10.030 -26.036
H 7.391 -8.441 -25.536
H 6.396 -9.590 -26.489
H 7.528 -10.128 -23.677
H 4.865 -8.854 -24.269
H 6.268 -8.048 -23.464
H 4.445 -7.859 -21.570
H 3.794 -9.506 -21.029
H 3.377 -8.886 -22.536
H 6.565 -12.040 -24.642
H 5.604 -11.419 -23.460
C 6.789 -15.470 -18.037
C 5.817 -14.334 -17.692
C 5.539 -13.485 -18.917
O 6.509 -12.453 -18.925
C 6.242 -11.498 -19.894
N 4.621 -14.946 -17.081
H 7.801 -15.113 -18.246
H 6.399 -16.009 -18.900
H 6.945 -16.164 -17.206
H 6.354 -13.732 -16.948
H 4.540 -13.028 -18.931
H 5.609 -14.103 -19.822
H 6.963 -10.679 -19.979
H 5.333 -10.894 -19.739
H 6.224 -11.848 -20.934
H 3.995 -14.204 -16.775
H 4.944 -15.356 -16.210
C 9.748 -17.367 -21.306
C 8.717 -17.517 -22.413
C 7.357 -16.966 -22.013
O 6.340 -17.730 -22.657
C 5.062 -17.283 -22.257
N 9.197 -16.934 -23.679
H 10.663 -17.924 -21.521
H 9.421 -17.778 -20.341
H 9.994 -16.318 -21.121
H 8.542 -18.568 -22.662
H 7.245 -15.930 -22.352
H 7.241 -17.021 -20.924
H 4.330 -18.052 -22.506
H 4.768 -16.395 -22.832
H 5.036 -17.054 -21.189
H 9.582 -15.995 -23.520
H 10.058 -17.442 -23.890
```

Summary:
Max |F| ... 2.210 eV/A
HOMO energy ... -6.34 eV
HOMO-LUMO gap ... 8.52 eV
Charge ... -1
ΔE to the lowest compared entry with this formula, charge and spin ... 0.0 kJ/mol

A structure of composition C37H26Cl6NO5RuTe, computed with the ωB97M-V functional and the def2-TZVPD basis.

The geometry in XYZ format:
```
77
Properties=species:S:1:pos:R:3
Ru 0.680 0.841 -1.893
C -5.150 0.960 2.063
C -3.763 0.975 1.479
C -2.710 1.646 2.108
C -1.437 1.717 1.572
C -0.370 2.528 2.255
O 0.395 3.212 1.614
C -0.315 2.505 3.749
C -0.644 1.370 4.484
C -0.511 1.373 5.865
C -0.068 2.517 6.513
C 0.259 3.653 5.783
C 0.148 3.644 4.403
C -1.193 1.087 0.348
O 0.017 1.203 -0.178
C -2.191 0.320 -0.270
C -3.477 0.307 0.308
C -1.910 -0.569 -1.390
N -0.768 -0.634 -2.019
C -0.531 -1.727 -2.994
C 0.503 -2.711 -2.483
Te 2.366 -1.825 -1.919
C 2.105 -2.397 0.083
C 1.723 -1.516 1.086
C 1.526 -2.012 2.369
C 1.716 -3.358 2.646
C 2.107 -4.227 1.637
C 2.302 -3.749 0.349
C -3.005 -1.516 -1.766
C -3.255 -2.639 -0.987
C -4.272 -3.512 -1.348
C -5.048 -3.250 -2.469
C -4.805 -2.119 -3.236
C -3.780 -1.251 -2.890
H -5.204 1.564 2.967
H -5.457 -0.055 2.319
H -5.878 1.355 1.354
H -2.902 2.162 3.042
H -0.987 0.474 3.979
H -0.753 0.485 6.433
H 0.024 2.523 7.591
H 0.607 4.542 6.290
H 0.418 4.512 3.816
H -4.265 -0.249 -0.183
H -0.219 -1.284 -3.934
H -1.451 -2.277 -3.163
H 0.717 -3.451 -3.253
H 0.161 -3.215 -1.580
H 1.599 -0.463 0.887
H 1.235 -1.330 3.159
H 1.572 -3.730 3.651
H 2.268 -5.276 1.849
H 2.614 -4.436 -0.430
H -2.659 -2.830 -0.103
H -4.463 -4.391 -0.748
H -5.846 -3.927 -2.743
H -5.414 -1.912 -4.106
H -3.584 -0.371 -3.490
Cl 6.888 4.521 -1.079
C 5.643 3.343 -1.040
C 4.348 3.683 -1.418
Cl 3.956 5.269 -1.939
C 3.364 2.708 -1.372
Cl 1.737 3.094 -1.845
C 3.592 1.406 -0.953
O 2.611 0.523 -0.859
C 4.900 1.079 -0.597
Cl 5.230 -0.539 -0.104
C 5.913 2.033 -0.632
Cl 7.506 1.596 -0.172
Cl 1.894 -1.666 -5.648
C 2.328 0.065 -5.775
C 2.177 0.833 -4.479
O 2.975 1.676 -4.173
O 1.116 0.472 -3.763
H 1.685 0.510 -6.533
H 3.363 0.129 -6.092
```

Summary:
Max |F| ... 0.535 eV/A
HOMO energy (spin up / spin down) ... -10.70 / -10.69 eV
HOMO-LUMO gap (spin up / spin down) ... 7.43 / 5.68 eV
Charge ... +1
ΔE to the lowest compared entry with this formula, charge and spin ... 0.0 kJ/mol
Multiplicity ... 5